(1)
Here is a molecular structure, C13H31AsBCoIO5PTe in a non-equilibrium geometry from the Open Molecules 2025 dataset. Energies are from the ωB97M-V functional and the def2-TZVPD basis.

Structure (XYZ):
```
55
Properties=species:S:1:pos:R:3:forces:R:3:lowdin_charge:R:1
Co 0.05116 -1.32080 0.65762 -0.5 0.8 0.2 -0.294
C -2.64179 -5.68458 1.68685 0.0 0.4 -0.1 -0.081
C -2.56050 -4.16810 1.58792 0.0 -0.1 0.6 -0.373
O -2.22577 -3.79617 0.28072 0.4 0.4 -0.4 -0.289
P -1.83063 -2.23290 -0.16579 -1.8 -0.6 0.3 0.495
O -1.83477 -2.26925 -1.63820 0.3 0.0 -1.0 -0.361
Te 0.38583 -1.88814 3.06391 0.5 -0.5 0.7 0.249
O -3.26178 -1.46403 0.26351 0.5 -0.4 -0.5 -0.273
C -3.46428 -0.95301 1.54968 0.0 0.3 0.6 -0.357
C -2.80847 0.40735 1.73166 0.0 -0.3 -0.2 -0.085
H -2.98977 -5.96443 2.68004 0.0 -0.1 0.1 0.067
H -1.66543 -6.12565 1.51340 0.2 -0.1 0.0 0.069
H -3.33142 -6.06626 0.93921 -0.1 -0.1 -0.1 0.070
H -1.80853 -3.79976 2.30514 -0.2 0.0 -0.1 0.032
H -3.53320 -3.73853 1.87154 0.1 0.0 -0.1 0.105
H -3.06758 -1.62995 2.31884 -0.1 0.0 0.0 0.080
H -4.55307 -0.87432 1.68872 0.2 -0.1 0.0 0.114
H -1.72558 0.28994 1.63226 0.0 0.2 0.1 0.015
H -3.04729 0.81206 2.71525 0.1 0.1 0.1 0.073
H -3.14465 1.08328 0.95015 0.0 0.2 0.0 0.079
I 1.70995 -3.19031 0.94608 0.7 -0.7 0.6 0.306
C 1.25430 -0.03765 -3.83180 0.0 0.1 0.3 -0.012
C 1.15249 0.90261 -2.63150 0.2 0.4 -0.4 -0.468
C 2.21953 1.99440 -2.78838 -0.3 -0.2 0.1 -0.026
O 1.47141 0.14511 -1.46468 0.4 -0.2 0.0 0.043
B 0.48150 0.26854 -0.51098 -0.3 -0.2 -0.6 -0.716
O -0.47095 1.17371 -0.93982 -0.1 0.3 0.4 0.050
C -0.29082 1.44957 -2.32542 -0.2 0.3 -0.6 -0.469
C -1.39080 0.69886 -3.08183 0.2 0.0 0.3 -0.011
C -0.47923 2.95478 -2.53601 0.1 -0.3 0.1 -0.018
H 2.27820 -0.40209 -3.89051 0.1 0.0 0.0 0.087
H 1.01281 0.47774 -4.75804 0.0 0.1 -0.1 0.085
H 0.59627 -0.89031 -3.70783 -0.1 -0.1 0.0 0.091
H 3.19558 1.51376 -2.78872 0.1 0.0 0.0 0.090
H 2.18199 2.70074 -1.96352 0.0 0.1 0.0 0.069
H 2.09570 2.53294 -3.72557 0.0 0.1 -0.1 0.084
H -1.38819 -0.35208 -2.80188 0.0 -0.1 0.0 0.063
H -1.27325 0.79956 -4.15794 0.0 0.0 -0.2 0.083
H -2.36134 1.10208 -2.79799 -0.1 0.1 0.1 0.091
H 0.19113 3.53161 -1.90272 0.1 0.1 0.0 0.078
H -1.50092 3.21605 -2.26370 0.0 0.0 0.0 0.085
H -0.32328 3.22493 -3.57860 0.0 0.1 -0.1 0.085
C 3.97941 1.78125 3.64302 0.0 -0.1 -0.1 -0.363
As 2.99629 0.88818 2.15913 0.2 0.2 0.1 1.030
C 1.30038 1.83469 2.46931 0.0 0.1 0.0 -0.363
C 3.65318 2.12197 0.76928 0.0 0.1 0.1 -0.338
H 3.83507 2.86054 3.60436 -0.1 0.1 0.0 0.007
H 5.04826 1.58296 3.56355 0.0 -0.1 0.0 0.004
H 3.63354 1.41053 4.60651 0.0 -0.1 0.0 0.006
H 1.47264 2.90567 2.56420 0.1 0.1 0.0 0.018
H 0.81702 1.46775 3.37444 0.1 -0.1 0.0 -0.002
H 0.63506 1.65128 1.62525 0.0 0.0 0.1 -0.021
H 3.58304 3.15659 1.10769 0.0 0.0 0.0 0.018
H 3.05156 2.00026 -0.12458 -0.1 -0.1 -0.1 -0.020
H 4.68998 1.90700 0.50677 0.0 -0.1 0.1 0.017
```
Forces are in eV/Å.

Computed properties:
Kohn-Sham gap (spin up / spin down) ... 5.83 / 6.32 eV
Total charge ... -1
Spin multiplicity ... 4
LUMO (spin up / spin down) ... 1.7 / 1.6 eV
ΔE to the lowest compared entry with this formula, charge and spin ... 70.68 kcal per mole

***

(2)
Here is a molecular structure, C13H31AuCl2OP in a non-equilibrium geometry from the Open Molecules 2025 dataset. Energies are from the ωB97M-V functional and the def2-TZVPD basis.

Structure (XYZ):
```
49
Properties=species:S:1:pos:R:3:forces:R:3:lowdin_charge:R:1
Au 0.95873 -0.17096 2.11204 -1.3 -0.1 -1.4 -0.009
Cl -0.62719 1.55943 2.13171 -0.9 1.9 -0.2 -0.288
Cl 1.32115 -2.47528 1.91456 0.8 -1.5 0.0 -0.402
H -0.63267 -0.78851 2.05571 0.3 -0.4 0.4 -0.116
H 2.07129 0.75559 1.30892 0.9 0.1 0.0 -0.156
P 0.07052 0.22946 -2.80425 -0.2 -0.2 1.0 1.177
C 0.39600 1.98840 -2.91956 0.2 0.8 0.0 -0.555
C 1.37713 -1.02667 -3.00002 0.9 -0.5 -0.5 -0.539
C -1.68902 -0.05954 -2.54017 -0.7 -0.2 0.4 -0.550
C 1.20112 2.51316 -1.71897 0.2 0.3 0.1 -0.119
H -0.60240 2.46407 -2.85796 0.3 -0.4 -0.1 0.111
C 1.01773 2.31197 -4.28832 0.0 0.1 0.0 -0.134
H 1.96588 1.77512 -4.42540 -0.1 0.2 0.0 0.070
H 1.21038 3.38805 -4.36663 0.1 -0.1 0.0 0.075
H 0.33743 2.02730 -5.10141 0.2 0.0 0.1 0.064
H 0.66825 2.34953 -0.77253 0.2 -0.1 -0.2 0.050
H 1.35625 3.59479 -1.84360 0.0 -0.2 0.0 0.078
H 2.18502 2.03555 -1.64620 -0.3 0.1 0.1 0.055
H -2.04611 0.86404 -2.04054 0.2 -0.3 -0.2 0.112
C -1.98515 -1.22484 -1.57636 -0.2 0.0 -0.2 -0.122
C -2.32993 -0.18237 -3.93266 -0.3 -0.1 -0.1 -0.149
H -2.37893 0.79675 -4.42831 0.1 -0.2 0.1 0.067
H -3.35069 -0.57618 -3.86712 0.1 0.1 0.0 0.073
H -1.73725 -0.85283 -4.57307 -0.3 0.1 0.1 0.063
H -1.43760 -1.10447 -0.62994 -0.1 0.0 -0.2 0.059
H -1.73050 -2.19489 -2.02341 -0.1 0.2 0.1 0.059
H -3.06093 -1.22635 -1.34818 0.3 0.0 -0.1 0.080
C 2.68498 -0.68833 -2.25547 0.0 0.0 0.1 -0.119
H 1.56235 -0.96554 -4.08995 0.1 -0.1 0.3 0.095
C 0.92981 -2.46753 -2.67043 -0.1 0.2 0.0 -0.118
H 3.08568 0.29573 -2.52949 -0.1 -0.2 0.1 0.056
H 3.44679 -1.43092 -2.52937 -0.2 0.1 0.0 0.080
H 2.54032 -0.73267 -1.16752 0.0 0.1 -0.2 0.066
H 0.76858 -2.59761 -1.59220 0.0 0.1 -0.2 0.077
H 1.72371 -3.16239 -2.97864 -0.1 0.3 0.1 0.082
H 0.02341 -2.75301 -3.21797 0.1 0.1 0.1 0.059
C -1.28589 0.48946 6.51510 0.5 -0.4 0.1 -0.176
C -1.33460 -1.01983 6.18293 -0.1 0.5 -0.6 -0.172
C -0.02149 -1.26845 5.43191 0.6 0.1 -0.1 -0.212
O 0.44390 -0.00082 4.89409 -0.8 -0.3 1.3 -0.255
C -0.36494 1.07130 5.44274 0.0 0.2 -0.9 -0.240
H -2.27417 0.95368 6.49826 0.1 0.0 0.1 0.100
H -0.83294 0.64159 7.50099 -0.2 0.0 0.0 0.097
H -2.17835 -1.21822 5.51376 0.1 0.0 0.1 0.105
H -1.42897 -1.64298 7.07219 0.0 0.0 0.0 0.096
H 0.74498 -1.65507 6.13459 -0.2 0.1 -0.3 0.112
H -0.12005 -1.98050 4.59320 0.1 0.4 0.3 0.079
H -0.94091 1.49762 4.59706 0.3 -0.2 0.5 0.023
H 0.29931 1.86420 5.83594 -0.2 -0.4 -0.1 0.114
```
Forces are in eV/Å.

Computed properties:
Kohn-Sham gap (spin up / spin down) ... 2.68 / 3.05 eV
Total charge ... -1
Spin multiplicity ... 3
LUMO (spin up / spin down) ... 2.4 / 0.6 eV
ΔE to the lowest compared entry with this formula, charge and spin ... 41.69 kcal per mole

***

(3)
Here is 2 unconnected molecules or ions with the total composition C13H31BClN3O6P in a non-equilibrium geometry from the Open Molecules 2025 dataset. Energies are from the ωB97M-V functional and the def2-TZVPD basis.

Structure (XYZ):
```
56
Properties=species:S:1:pos:R:3:forces:R:3:lowdin_charge:R:1
C 3.04474 1.00917 -2.06012 0.0 -0.1 0.5 -0.074
C 1.60304 1.28853 -1.60249 0.2 1.0 -0.2 -0.408
C 1.34127 2.79851 -1.75475 0.1 -0.4 -0.6 -0.076
C 0.53843 0.55605 -2.42446 0.3 -0.5 0.2 -0.142
C 0.23923 -0.90600 -2.07317 -0.1 0.0 0.2 -0.324
C 1.47784 -1.79283 -1.94807 -0.4 0.0 -0.4 -0.062
C -0.70209 -1.02880 -0.86389 0.2 -0.2 -0.6 -0.237
O -0.32334 -0.18204 0.17614 -0.3 0.0 0.3 -0.128
B -1.18175 -0.13230 1.36557 0.7 -0.2 -0.1 -1.091
Cl -2.94256 0.53153 0.90296 -0.3 0.0 -0.2 0.524
C -1.39271 -1.51380 2.17740 0.3 0.3 0.3 -0.184
C -0.16082 -1.98252 2.99633 -0.2 -0.4 0.0 -0.199
C 0.33287 -3.37969 2.61469 0.5 0.1 -0.1 -0.176
C 1.27362 -3.39847 1.41636 -0.5 -0.2 -0.5 -0.191
O 2.32118 -2.42235 1.48804 0.3 -0.1 0.8 -0.052
C 3.31930 -2.80780 2.32748 0.2 1.2 0.8 -0.335
O 3.69571 -2.15513 3.27292 -0.3 -0.9 -1.4 0.096
P -0.40086 1.28300 2.49910 -1.0 0.2 0.2 0.524
N -0.94463 1.45642 3.95105 0.4 0.0 -0.1 -0.186
O -0.61736 2.69387 1.68605 0.3 -0.1 0.1 -0.208
O 1.22024 1.14635 2.50569 0.1 0.1 0.2 -0.176
H 3.10721 0.77839 -3.12142 0.0 -0.1 -0.1 0.076
H 3.47808 0.20014 -1.47624 0.1 -0.2 -0.2 0.062
H 3.67953 1.87561 -1.87501 0.0 0.1 0.0 0.067
H 1.52937 1.06750 -0.54251 -0.2 -0.3 0.0 0.104
H 0.34564 3.07740 -1.41498 0.0 0.1 0.2 0.066
H 1.38192 3.04011 -2.82169 0.0 0.1 0.0 0.083
H 2.11127 3.39435 -1.27198 -0.1 0.1 0.3 0.073
H 0.87783 0.58866 -3.46359 -0.1 0.1 -0.1 0.117
H -0.39279 1.11918 -2.36646 -0.1 0.0 0.0 0.098
H -0.33692 -1.30948 -2.91214 -0.1 0.0 -0.1 0.132
H 2.16283 -1.46341 -1.17532 0.1 -0.1 0.2 0.063
H 1.99020 -1.84527 -2.91064 0.3 0.2 0.0 0.079
H 1.14121 -2.80952 -1.74502 0.1 -0.1 0.2 0.070
H -0.70741 -2.08454 -0.56268 -0.1 0.0 0.2 0.105
H -1.71857 -0.81891 -1.21600 -0.1 0.2 0.2 0.107
H -1.72604 -2.33927 1.54322 -0.1 0.1 -0.2 0.085
H -2.20842 -1.34566 2.88185 -0.1 0.0 0.0 0.076
H -0.42794 -2.02286 4.05158 0.0 0.1 0.1 0.108
H 0.67957 -1.29682 2.93371 0.0 0.2 0.0 0.085
H -0.51174 -4.01472 2.34125 -0.1 -0.1 0.1 0.112
H 0.84135 -3.85576 3.45703 0.0 0.0 0.1 0.107
H 1.71112 -4.39328 1.27964 0.1 -0.1 0.0 0.117
H 0.71857 -3.17609 0.50978 0.1 0.2 -0.1 0.093
H 3.79552 -3.74765 2.00099 -0.1 -0.2 0.2 0.142
H -1.65239 0.74825 4.09833 -0.1 0.0 0.2 -0.050
H -0.45241 2.54040 0.75036 0.0 0.1 -0.2 0.023
H 1.55820 1.06191 1.61068 0.1 -0.1 -0.2 0.039
C -3.98270 3.43118 -2.38753 0.1 0.0 0.0 -0.689
O -3.76021 3.87884 -3.50468 -0.1 0.0 0.0 -0.003
N -3.19391 2.50934 -1.77608 -0.2 0.2 0.0 0.158
N -5.06825 3.83208 -1.64865 0.0 0.0 0.0 0.139
H -3.38451 2.13810 -0.85718 0.2 -0.1 0.0 -0.001
H -2.38634 2.18715 -2.27326 0.0 0.0 0.0 0.081
H -5.67736 4.51240 -2.05761 0.0 0.0 0.0 0.091
H -5.26288 3.48056 -0.73055 0.0 0.0 0.0 0.091
```
Forces are in eV/Å.

Computed properties:
Kohn-Sham gap ... 7.95 eV
Total charge ... -1
Spin multiplicity ... 1
LUMO ... 2.7 eV

***

(4)
Here is 4 unconnected molecules or ions with the total composition C13H31Cl2IO6PS3 in a non-equilibrium geometry from the Open Molecules 2025 dataset. Energies are from the ωB97M-V functional and the def2-TZVPD basis.

Structure (XYZ):
```
57
Properties=species:S:1:pos:R:3:forces:R:3:lowdin_charge:R:1
C 0.92737 1.31300 -0.41186 0.0 0.2 0.4 -0.166
C -0.60871 1.56258 -0.39437 1.4 -0.5 -0.2 -0.704
Cl -0.92896 2.77416 -1.68972 -0.2 -0.1 0.3 0.635
C -1.37565 0.25685 -0.60303 -0.3 1.6 -0.1 -0.593
Cl -0.76212 -0.50051 -2.13382 -0.2 -0.4 0.2 0.618
C -2.93287 0.33294 -0.62085 -0.7 -1.6 -0.2 -0.439
C -3.69118 0.61964 -1.94565 -0.1 -0.4 0.5 -0.275
O -3.99808 1.97736 -1.95431 0.0 -0.2 -0.1 -0.365
P -4.37553 2.54279 -0.35226 0.6 1.8 1.3 0.466
C -6.10326 1.68400 -0.47523 -0.9 0.8 -0.4 -0.299
C -6.78642 1.81771 -1.81876 1.3 0.3 2.3 -0.881
O -7.15209 0.91148 -2.43871 -1.0 -1.9 -2.1 -0.005
I -7.16429 3.81607 -2.65436 -0.1 0.3 0.0 0.650
O -3.55053 1.12549 0.33455 0.4 -0.1 -0.3 -0.304
H 1.40028 1.72927 0.48622 -0.2 0.1 -0.2 0.049
H 1.17736 0.25206 -0.44075 -0.1 0.0 -0.1 0.049
H 1.35830 1.80469 -1.27699 0.2 -0.2 -0.1 0.040
H -0.82375 1.96673 0.58939 -0.7 0.3 -0.2 0.096
H -1.09556 -0.39856 0.21794 0.2 -0.1 0.0 0.106
H -3.20337 -0.69941 -0.32789 0.1 -0.1 -0.4 0.129
H -4.58109 -0.02918 -1.85971 -0.2 0.4 0.0 0.102
H -3.24082 0.26420 -2.87116 0.5 0.5 0.0 0.086
H -4.90015 3.80307 -0.81780 -0.4 -0.5 -0.3 -0.063
H -4.76066 2.90014 1.00083 0.2 -0.1 0.0 -0.019
H -3.11541 3.22155 -0.16881 -0.1 -0.1 -0.3 -0.041
H -6.77368 2.18527 0.22783 0.3 0.3 0.1 0.068
H -6.10560 0.63020 -0.19688 0.1 -0.1 -0.3 0.079
C 1.53181 0.54034 5.23174 -0.1 -0.1 0.1 -0.274
S 1.78080 1.39894 3.66944 0.1 0.0 -0.1 0.806
O 0.44187 1.59714 3.05523 0.0 -0.1 0.0 -0.543
C 2.56079 0.01739 2.83036 0.0 0.2 -0.2 -0.289
H 1.01337 1.21556 5.91057 0.0 0.1 -0.1 0.044
H 0.92732 -0.35183 5.06811 0.0 0.0 -0.1 0.057
H 2.50003 0.26901 5.65331 0.0 0.0 0.0 0.048
H 1.89111 -0.83795 2.82969 0.0 0.0 0.0 0.046
H 3.48989 -0.23382 3.33373 0.0 0.0 0.0 0.034
H 2.77107 0.31908 1.80505 -0.1 0.1 0.0 0.039
C 2.74962 -4.93537 3.23682 0.0 0.0 -0.1 -0.267
S 3.48261 -3.81560 4.43770 0.0 -0.1 0.1 0.829
O 3.27984 -2.43214 3.92604 0.1 -0.4 0.1 -0.563
C 5.19077 -4.26376 4.09398 0.1 0.0 -0.1 -0.272
H 1.67114 -4.79093 3.25293 0.0 0.1 0.1 0.053
H 3.13392 -4.71076 2.24164 0.0 0.1 0.0 0.061
H 2.98383 -5.96411 3.51150 0.0 0.0 0.0 0.052
H 5.41372 -4.08446 3.04193 -0.1 0.0 0.0 0.059
H 5.34633 -5.31411 4.34124 0.0 0.0 0.0 0.051
H 5.83533 -3.64474 4.71501 -0.1 0.0 0.0 0.049
C 3.51944 -0.51733 -5.89056 0.0 -0.1 0.0 -0.283
S 3.04153 1.12335 -5.32016 -0.1 0.0 0.0 0.790
O 3.61510 1.29870 -3.96167 0.0 -0.1 0.0 -0.555
C 1.29500 0.74360 -5.12962 -0.1 0.0 0.0 -0.271
H 4.59762 -0.52434 -6.04075 0.0 0.1 0.0 0.043
H 3.24915 -1.26027 -5.13956 0.0 0.1 0.0 0.056
H 3.01846 -0.73291 -6.83478 0.0 0.0 0.0 0.048
H 1.16910 -0.08479 -4.43243 0.1 0.0 0.1 0.032
H 0.87479 0.48701 -6.10295 0.0 0.0 0.0 0.053
H 0.79115 1.62553 -4.73738 0.1 0.0 0.0 0.051
```
Forces are in eV/Å.

Computed properties:
Kohn-Sham gap ... 5.86 eV
Total charge ... -1
Spin multiplicity ... 1
LUMO ... 1.6 eV
ΔE to the lowest compared entry with this formula, charge and spin ... 0.00 kcal per mole

***

Among the records above, which one has the highest spin multiplicity? C13H31AsBCoIO5PTe

***

What is the formula in the first record? C13H31AsBCoIO5PTe

***

What is the spin multiplicity in the second record? 3